Entry from OMol25: 2 unconnected molecules or ions with the total composition C20H17FO in a non-equilibrium geometry (ωB97M-V with the def2-TZVPD basis set).

Computed properties:
- ΔE to the lowest compared entry with this formula, charge and spin: 213.1 kJ/mol
- Gap between HOMO and LUMO: 0.1050 Ha
- Highest occupied orbital energy: -5.7 eV
- E_LUMO: -2.8 eV

Element x y z (Å)
1 F 4.556 1.200 1.916
2 C 3.234 0.923 1.905
3 C 2.801 -0.393 1.889
4 C 1.463 -0.681 1.843
5 C 0.481 0.336 1.811
6 C -0.876 -0.081 1.759
7 C -2.127 0.593 1.817
8 C -3.281 -0.217 1.894
9 C -4.540 0.323 1.945
10 C -4.703 1.695 1.921
11 C -3.596 2.523 1.854
12 C -2.328 1.990 1.805
13 C 0.951 1.669 1.855
14 C 2.296 1.947 1.895
15 H 3.537 -1.179 1.916
16 H 1.140 -1.709 1.863
17 H -0.982 -1.153 1.687
18 H -3.163 -1.287 1.935
19 H -5.404 -0.320 2.004
20 H -5.695 2.115 1.945
21 H -3.740 3.591 1.819
22 H -1.496 2.659 1.734
23 H 0.260 2.487 1.860
24 H 2.658 2.960 1.897
25 C 2.400 -3.010 -2.142
26 C 1.615 -1.879 -2.703
27 C 1.831 -1.463 -4.016
28 C 1.111 -0.411 -4.564
29 C 0.167 0.239 -3.821
30 C -0.095 -0.151 -2.471
31 O -0.951 0.420 -1.781
32 C 0.671 -1.235 -1.944
33 H 2.166 -3.184 -1.092
34 H 2.195 -3.935 -2.680
35 H 3.470 -2.817 -2.209
36 H 2.572 -1.975 -4.603
37 H 1.302 -0.109 -5.580
38 H -0.397 1.056 -4.234
39 H 0.498 -1.537 -0.928

Computed Mulliken charges, given in elementary charges: -0.313, 0.355, -0.586, -0.593, 1.189, -0.569, 1.190, -0.606, -0.678, -0.306, -1.017, -0.123, -0.216, -0.899, 0.443, 0.401, 0.106, 0.379, 0.387, 0.392, 0.399, 0.410, 0.326, 0.449, -1.448, 0.595, -0.358, -0.523, -0.409, -0.126, -0.682, 0.032, 0.307, 0.328, 0.336, 0.386, 0.354, 0.437, 0.248



Entry from OMol25: a molecular structure, C13H33CeCl2N2OP2S in a non-equilibrium geometry (ωB97M-V with the def2-TZVPD basis set).

Computed properties:
- ΔE to the lowest compared entry with this formula, charge and spin: 0.0 kJ/mol
- Gap between HOMO and LUMO (spin up / spin down): 0.2192 / 0.2197 Ha
- Highest occupied orbital energy (spin up / spin down): -18.7 / -18.7 eV
- E_LUMO (spin up / spin down): -12.7 / -12.7 eV
- Charge: +3

Element x y z (Å)
1 C -2.332 0.237 -5.449
2 C -1.369 -0.089 -4.362
3 H -3.357 0.200 -5.033
4 H -2.202 -0.492 -6.255
5 H -2.107 1.236 -5.845
6 O -1.593 -0.154 -3.161
7 Cl 0.199 -0.403 -5.050
8 Ce 1.694 0.005 -0.349
9 P 0.923 -2.712 -1.150
10 C -0.569 -3.379 -0.327
11 C 0.566 -3.421 -2.802
12 H 0.656 -4.522 -2.740
13 H 2.118 -4.834 -1.122
14 H 1.266 -3.023 -3.548
15 H 3.206 -3.460 -0.746
16 H -1.455 -2.920 -0.779
17 H -0.453 -3.142 -3.109
18 C 2.211 -3.890 -0.569
19 H -0.614 -4.466 -0.472
20 H 2.110 -4.070 0.509
21 H -0.578 -3.135 0.738
22 P 0.688 2.484 -1.244
23 C -0.767 2.956 -0.237
24 C 1.857 3.835 -0.882
25 H 0.697 2.572 -3.659
26 H 0.018 4.059 -2.884
27 H -0.955 2.538 -2.999
28 C 0.050 2.959 -2.864
29 H 2.877 3.528 -1.146
30 H 1.550 4.704 -1.476
31 H -0.898 4.040 -0.355
32 H -0.642 2.698 0.822
33 H 1.839 4.075 0.189
34 H -1.646 2.422 -0.621
35 Cl 4.054 0.834 0.345
36 C 1.971 -0.476 2.542
37 N 0.742 -0.273 3.325
38 C 0.690 -0.919 4.638
39 C -0.418 0.002 2.669
40 S -0.644 -0.220 0.960
41 N -1.480 0.444 3.383
42 C -1.260 1.379 4.507
43 C -2.738 0.683 2.674
44 H 2.689 -1.023 3.146
45 H 2.414 0.493 2.286
46 H 1.783 -1.151 1.667
47 H 0.510 -0.180 5.422
48 H -0.086 -1.693 4.693
49 H 1.660 -1.380 4.830
50 H -1.800 2.321 4.302
51 H -1.678 0.925 5.417
52 H -0.192 1.586 4.639
53 H -2.664 1.472 1.908
54 H -3.071 -0.239 2.196
55 H -3.469 0.979 3.427

Computed Mulliken charges, given in elementary charges: -1.123, 0.755, 0.320, 0.413, 0.322, -0.512, -0.148, 0.461, 0.814, -1.291, -1.055, 0.457, 0.412, 0.393, 0.402, 0.393, 0.317, -1.262, 0.456, 0.396, 0.343, 0.962, -1.277, -1.242, 0.426, 0.455, 0.293, -1.180, 0.409, 0.424, 0.530, 0.288, 0.387, 0.423, -0.246, -0.688, 0.106, -0.909, 0.357, -0.071, 0.138, -1.215, -1.182, 0.454, 0.274, 0.186, 0.308, 0.380, 0.399, 0.424, 0.362, 0.477, 0.407, 0.429, 0.449